Record 1
{
  "formula": "C8H14NO3S",
  "method": "ωB97M-V with the def2-TZVPD basis set",
  "max_force_ha_per_bohr": 0.1178,
  "e_lumo_ev": -5.307,
  "homo_lumo_gap_ev": 6.682,
  "total_charge": 1,
  "total_energy_ha": -991.52187,
  "smiles": "COC(=O)C/C=[N+](\\C)C(=O)CCS",
  "elements": ["C", "O", "C", "O", "C", "C", "N", "C", "C", "O", "C", "C", "S", "H", "H", "H", "H", "H", "H", "H", "H", "H", "H", "H", "H", "H", "H"],
  "positions_angstrom": [[-2.19, 3.02, -2.55], [-0.85, 2.60, -2.07], [-0.32, 1.90, -1.13], [0.84, 1.66, -0.91], [-1.41, 1.25, -0.11], [-0.59, 0.08, 0.04], [0.42, -0.11, 0.96], [0.57, 0.60, 2.26], [1.33, -1.13, 0.69], [2.31, -1.12, 1.41], [1.11, -2.27, -0.23], [2.39, -2.99, -0.52], [3.21, -1.93, -1.72], [-2.61, 2.12, -2.93], [-1.87, 3.73, -3.26], [-2.75, 3.55, -1.68], [-1.24, 1.90, 0.80], [-2.44, 0.90, -0.29], [-1.00, -0.87, -0.43], [1.58, 0.84, 2.28], [-0.07, 1.40, 2.58], [0.63, -0.16, 3.03], [0.63, -2.01, -1.23], [0.38, -2.96, 0.34], [3.05, -2.85, 0.38], [2.30, -3.99, -0.83], [2.32, -2.32, -2.55]]
}

=====

Record 2
{
  "formula": "C8H14O",
  "method": "ωB97M-V with the def2-TZVPD basis set",
  "max_force_ha_per_bohr": 0.0303,
  "e_lumo_ev": 0.322,
  "homo_lumo_gap_ev": 8.681,
  "total_energy_ha": -388.28790,
  "elements": ["C", "C", "C", "C", "C", "C", "C", "C", "O", "H", "H", "H", "H", "H", "H", "H", "H", "H", "H", "H", "H", "H", "H"],
  "positions_angstrom": [[-0.08, -1.06, -0.45], [-0.44, 2.33, -0.84], [-1.08, -1.04, -1.61], [0.46, -2.48, -0.22], [0.77, 1.01, 1.62], [-0.03, -0.05, 1.92], [-0.72, -0.57, 0.82], [1.87, 1.72, 1.64], [-0.58, 1.53, 0.29], [0.76, -0.41, -0.69], [-0.47, -0.11, 2.91], [-1.71, -0.98, 1.01], [0.00, 3.30, -0.56], [-1.41, 2.56, -1.30], [0.22, 1.88, -1.60], [-1.49, -0.05, -1.77], [-0.60, -1.37, -2.54], [1.21, -2.49, 0.57], [-0.34, -3.17, 0.06], [0.91, -2.86, -1.14], [-1.91, -1.72, -1.41], [2.77, 1.30, 2.06], [1.90, 2.73, 1.26]]
}

=====

Record 3
{
  "formula": "C8H14O",
  "method": "ωB97M-V with the def2-TZVPD basis set",
  "max_force_ha_per_bohr": 0.0632,
  "e_lumo_ev": 0.703,
  "homo_lumo_gap_ev": 9.023,
  "total_energy_ha": -388.35381,
  "smiles": "C=C(C)CC/C(O)=C\\C",
  "elements": ["C", "C", "C", "C", "C", "C", "O", "C", "C", "H", "H", "H", "H", "H", "H", "H", "H", "H", "H", "H", "H", "H", "H"],
  "positions_angstrom": [[-1.52, 1.45, 2.69], [-0.63, 0.77, 2.00], [0.49, 0.11, 2.71], [-0.60, 0.89, 0.46], [0.29, 0.00, -0.69], [0.41, 0.41, -2.21], [0.43, 1.70, -2.54], [0.63, -0.62, -3.03], [0.37, -2.05, -2.72], [-1.65, 1.44, 3.80], [-2.38, 1.91, 2.12], [1.43, 0.59, 2.24], [0.52, -0.98, 2.46], [0.41, 0.08, 3.79], [-0.47, 1.97, 0.36], [-1.66, 0.65, 0.18], [1.38, -0.08, -0.40], [-0.24, -0.97, -0.67], [0.43, 2.12, -1.66], [0.79, -0.37, -4.07], [1.12, -2.48, -2.01], [0.63, -2.61, -3.57], [-0.61, -2.21, -2.24]]
}

=====

Record 4
{
  "formula": "C8H14O2Si",
  "method": "ωB97M-V with the def2-TZVPD basis set",
  "max_force_ha_per_bohr": 0.0765,
  "e_lumo_ev": 0.532,
  "homo_lumo_gap_ev": 8.781,
  "total_energy_ha": -753.14795,
  "smiles": "CC1=C[C@@H]([SiH2]O)[C@](C)(O)C=C1",
  "elements": ["C", "C", "C", "C", "Si", "O", "C", "C", "O", "C", "C", "H", "H", "H", "H", "H", "H", "H", "H", "H", "H", "H", "H", "H", "H"],
  "positions_angstrom": [[-0.96, -2.67, 1.70], [-0.61, -1.59, 0.78], [-0.63, -0.30, 1.20], [-0.41, 0.87, 0.36], [1.18, 1.78, 1.05], [1.47, 3.23, 0.34], [-0.30, 0.50, -1.19], [0.50, 1.44, -2.02], [-1.67, 0.37, -1.63], [0.36, -0.99, -1.33], [-0.06, -1.93, -0.50], [-1.52, -2.27, 2.66], [0.03, -3.16, 1.99], [-1.60, -3.54, 1.28], [-0.90, -0.02, 2.18], [-1.07, 1.77, 0.42], [2.36, 0.87, 1.25], [0.78, 2.19, 2.50], [1.45, 3.04, -0.64], [1.61, 1.36, -1.66], [0.28, 2.50, -1.73], [0.46, 1.06, -3.11], [-2.14, -0.29, -1.14], [1.14, -1.17, -2.15], [0.26, -3.04, -0.64]]
}

=====

Record 5
{
  "formula": "C8H14O4",
  "method": "ωB97M-V with the def2-TZVPD basis set",
  "max_force_ha_per_bohr": 0.1115,
  "e_lumo_ev": 0.745,
  "homo_lumo_gap_ev": 10.668,
  "total_energy_ha": -613.99075,
  "smiles": "O=C1OCC[C@H]1C[C@H]1CO1.CO",
  "elements": ["O", "C", "O", "C", "C", "C", "C", "C", "C", "O", "H", "H", "H", "H", "H", "H", "H", "H", "H", "H", "C", "O", "H", "H", "H", "H"],
  "positions_angstrom": [[1.21, -0.69, 1.41], [0.39, -0.27, 0.58], [0.03, 1.07, 0.30], [-0.98, 1.29, -0.70], [-1.25, -0.07, -1.53], [-0.51, -1.09, -0.50], [-0.04, -2.51, -0.99], [1.42, -2.40, -1.88], [1.76, -0.86, -2.47], [2.51, -1.59, -1.24], [-0.61, 2.05, -1.47], [-1.92, 1.72, -0.23], [-0.95, -0.13, -2.62], [-2.37, -0.27, -1.37], [-1.41, -1.35, 0.19], [0.19, -3.28, -0.19], [-0.76, -2.92, -1.79], [1.71, -3.32, -2.58], [1.51, 0.06, -1.85], [2.77, -0.85, -3.01], [-0.45, 2.73, 4.00], [-0.93, 2.45, 2.69], [-1.16, 3.40, 4.49], [-0.38, 1.80, 4.57], [0.53, 3.21, 3.94], [-0.29, 1.85, 2.27]]
}

=====

Record 6
{
  "formula": "C8H14Si",
  "method": "ωB97M-V with the def2-TZVPD basis set",
  "max_force_ha_per_bohr": 0.0587,
  "e_lumo_ev": 1.069,
  "homo_lumo_gap_ev": 10.326,
  "total_energy_ha": -602.64151,
  "smiles": "C=C[SiH](C=C)C=C(C)C",
  "elements": ["C", "C", "Si", "C", "C", "C", "C", "C", "C", "H", "H", "H", "H", "H", "H", "H", "H", "H", "H", "H", "H", "H", "H"],
  "positions_angstrom": [[-2.60, -2.13, 1.42], [-1.56, -1.68, 0.73], [-0.94, 0.11, 0.73], [-0.61, 0.64, 2.51], [0.58, 0.88, 3.05], [0.83, 0.01, -0.35], [1.05, 0.40, -1.60], [2.42, 0.32, -2.22], [0.00, 0.95, -2.51], [-2.91, -3.16, 1.39], [-3.19, -1.48, 2.05], [-1.02, -2.38, 0.11], [-1.93, 1.03, 0.15], [-1.48, 0.72, 3.15], [0.71, 1.15, 4.09], [1.48, 0.81, 2.46], [1.65, -0.39, 0.23], [2.42, -0.39, -3.05], [2.71, 1.30, -2.62], [3.17, 0.01, -1.49], [0.00, 0.40, -3.45], [0.21, 1.99, -2.74], [-0.98, 0.88, -2.06]]
}

=====

Record 7
{
  "formula": "C8H15Br",
  "method": "ωB97M-V with the def2-TZVPD basis set",
  "max_force_ha_per_bohr": 0.0974,
  "e_lumo_ev": [0.763, -2.870],
  "homo_lumo_gap_ev": [5.143, 6.831],
  "total_energy_ha": -2887.52200,
  "multiplicity": 3,
  "elements": ["C", "C", "C", "C", "C", "C", "C", "C", "Br", "H", "H", "H", "H", "H", "H", "H", "H", "H", "H", "H", "H", "H", "H", "H"],
  "positions_angstrom": [[0.21, 2.65, 0.54], [-0.76, 1.84, 0.71], [-0.74, 0.55, -1.90], [-0.04, -0.93, 1.64], [1.64, -0.16, 0.00], [-0.07, -2.15, -0.49], [-0.84, 0.17, -0.38], [0.17, -0.77, 0.08], [-2.76, -0.29, -0.06], [0.20, 3.51, 1.17], [0.85, 2.66, -0.38], [-1.52, 1.99, 1.46], [0.10, 1.14, -1.98], [-1.57, 1.18, -2.22], [-0.68, -0.27, -2.55], [-0.46, -0.08, 2.22], [0.99, -1.03, 2.08], [-0.49, -1.90, 1.96], [2.30, -1.02, 0.27], [2.03, 0.16, -0.99], [1.76, 0.50, 0.86], [0.32, -2.91, 0.15], [0.43, -2.31, -1.41], [-1.07, -2.53, -0.76]]
}

=====

Record 8
{
  "formula": "C8H15Cl2N4O",
  "method": "ωB97M-V with the def2-TZVPD basis set",
  "max_force_ha_per_bohr": 0.1532,
  "e_lumo_ev": -4.500,
  "homo_lumo_gap_ev": 9.503,
  "total_charge": 1,
  "total_energy_ha": -1527.98277,
  "smiles": "CCCOc1nc(N)n([C@@H](Cl)[C@@H](C)Cl)[nH+]1",
  "elements": ["C", "C", "C", "O", "C", "N", "C", "N", "N", "C", "Cl", "C", "C", "Cl", "N", "H", "H", "H", "H", "H", "H", "H", "H", "H", "H", "H", "H", "H", "H", "H"],
  "positions_angstrom": [[-1.69, 3.74, -0.97], [-2.16, 2.19, -0.58], [-2.50, 2.00, 1.02], [-2.39, 0.60, 1.50], [-0.96, 0.25, 1.50], [0.17, 0.71, 2.42], [1.34, -0.05, 1.82], [2.62, 0.09, 2.36], [1.00, -0.90, 0.58], [1.99, -1.73, -0.19], [2.54, -3.16, 0.88], [1.47, -2.29, -1.64], [0.65, -3.74, -1.53], [0.56, -1.03, -2.68], [-0.37, -0.70, 0.46], [-2.36, 4.56, -0.47], [-1.65, 3.91, -2.15], [-0.58, 3.86, -0.55], [-3.13, 1.96, -1.24], [-1.32, 1.48, -0.98], [-1.78, 2.65, 1.68], [-3.61, 2.38, 1.23], [3.20, 0.91, 2.04], [3.05, -0.63, 3.01], [2.95, -1.05, -0.39], [2.45, -2.56, -2.26], [-0.12, -3.87, -2.43], [0.13, -3.90, -0.49], [1.48, -4.59, -1.67], [-0.98, -1.11, -0.28]]
}